# 1
C2H4ClNS | wB97M-V/def2-TZVPD

XYZ file:
```
9
Properties=species:S:1:pos:R:3:lowdin_charge:R:1
C 0.26695 -0.56719 -0.62136 -0.33
S 0.28557 -0.01051 1.12948 0.88
C -0.79860 1.21729 1.59307 -0.68
N -1.39136 2.08222 0.80081 -0.42
Cl -2.44318 3.29093 1.63100 0.43
H -0.74077 -0.33065 -0.89776 0.03
H 0.92611 -0.22647 -1.27438 -0.02
H 0.30845 -1.69606 -0.48060 0.06
H -0.63219 1.22005 2.66655 0.05
```

The value obtained for the energy above the lowest of the compared OMol25 structures with the same formula, charge and spin is 2.2545 eV. As for the orbital gap: 9.714 eV. The multiplicity is 1. The SMILES is CS/C=N/Cl. The total energy comes out at -991.6573 hartree. The HOMO energy is -9.19 eV.

=====

# 2
C2H4ClNS | wB97M-V/def2-TZVPD

XYZ file:
```
9
Properties=species:S:1:pos:R:3:lowdin_charge:R:1
N 0.35136 1.56755 0.04391 0.07
C 0.58943 0.26690 0.14115 -0.95
S 2.06657 -0.47414 -0.15498 0.63
C -0.53232 -0.66856 0.47355 -0.62
Cl -2.09681 -0.16059 -0.21958 0.55
H 1.12890 2.07541 -0.33554 0.09
H -0.21854 2.00618 0.75478 0.12
H -0.37936 -1.70993 0.26548 0.05
H -0.75251 -0.61825 1.53224 0.07
```

The value obtained for the energy above the lowest of the compared OMol25 structures with the same formula, charge and spin is 0.1612 eV. As for the orbital gap: 8.808 eV. The multiplicity is 1. The SMILES is NC(=S)CCl. The total energy comes out at -991.7342 hartree. The HOMO energy is -8.70 eV.